Below is a 2-piece molecular cluster, C5H11NO overall, with properties calculated with wB97M-V/def2-TZVPD.

Calculated values
Electronic energy   -326.969573 Ha
E_LUMO   -0.1 eV
Energy above the lowest of the compared OMol25 structures with the same formula, charge and spin   424.73 kJ/mol
HOMO level   -8.552 eV

```
! wB97M-V def2-TZVPD RIJCOSX def2/J DEFGRID3
* xyz 0 1
C -2.52207 -0.68829 -0.95081
N -1.14090 -0.35133 -0.69498
C -0.61110 -0.75507 0.41408
O -0.94373 -1.41770 1.42338
C 0.82411 -0.34783 0.62094
C 1.42161 0.73822 -1.09807
C 1.11510 0.65512 1.68566
H -2.61313 -1.23780 -1.89566
H -3.12784 0.22235 -1.03979
H -2.93873 -1.30592 -0.14399
H 0.31549 0.30039 -1.00035
H 1.53829 -1.16564 0.52305
H 1.33764 1.81096 -0.91338
H 1.48433 0.52755 -2.17375
H 2.36749 0.37591 -0.69003
H 2.17069 0.93070 1.73770
H 0.48995 1.54483 1.57189
H 0.83280 0.16356 2.62411
*
```

***

Below is C28H23ClIrN2O4Sb as an isolated structure, with properties calculated with wB97M-V/def2-TZVPD.

Calculated values
Electronic energy   -2295.083707 Ha
E_LUMO (alpha / beta)   -6.1 / -8.3 eV
Energy above the lowest of the compared OMol25 structures with the same formula, charge and spin   0.00 kJ/mol
HOMO level (alpha / beta)   -14.260 / -14.656 eV

```
! wB97M-V def2-TZVPD RIJCOSX def2/J DEFGRID3
* xyz 2 5
Ir 0.74749 1.29209 0.95399
C -1.28847 5.16087 0.24427
C -0.30783 5.92094 -0.37393
C 0.94635 5.37236 -0.59498
C 1.19463 4.07058 -0.19517
N 0.22876 3.33873 0.38384
C -0.98093 3.86571 0.60789
C 2.51700 3.40313 -0.32772
C 3.62652 4.02499 -0.87573
C 4.84014 3.35614 -0.89226
C 4.91819 2.08346 -0.35213
C 3.76925 1.51570 0.16324
N 2.59515 2.15508 0.16249
H -2.27149 5.56053 0.44668
H -0.51205 6.93951 -0.67539
H 1.71871 5.96541 -1.06055
H -1.70079 3.22618 1.10273
H 3.55844 5.02515 -1.27594
H 5.71617 3.83244 -1.31125
H 5.84979 1.53691 -0.32355
H 3.77784 0.52604 0.59897
O -0.27890 0.08733 4.75365
Cl 0.07229 0.47530 3.45295
O -1.09428 0.95324 2.67012
O 0.61974 -0.64445 2.65196
O 1.08221 1.52871 3.40633
C 0.50498 -5.89617 1.66190
C 0.55113 -4.96260 2.68840
C -0.00797 -3.70414 2.51252
C -0.60694 -3.41266 1.29321
C -0.68105 -4.34286 0.25861
C -0.10434 -5.59073 0.45149
Sb -1.50118 -1.55158 0.91784
C -3.13841 -1.90237 -0.33918
C -4.29451 -2.41816 0.24751
C -5.36133 -2.76636 -0.56573
C -5.27284 -2.59047 -1.94091
C -4.12055 -2.06953 -2.51574
C -3.04526 -1.70789 -1.71731
C -0.09385 -0.53541 -0.33351
C 1.20138 -1.07934 -0.47249
C 2.02427 -0.67712 -1.52365
C 1.60683 0.30512 -2.41203
C 0.38269 0.92755 -2.22525
C -0.46602 0.52946 -1.18659
H 0.93962 -6.87580 1.80861
H 1.01924 -5.21284 3.63077
H 0.03592 -2.97566 3.31009
H -1.18027 -4.11812 -0.67708
H -0.14438 -6.32591 -0.34104
H -4.36987 -2.55951 1.31891
H -6.26068 -3.17480 -0.12535
H -6.10935 -2.86156 -2.57081
H -4.05623 -1.94601 -3.58856
H -2.14851 -1.31518 -2.17810
H 1.52332 -1.87441 0.19056
H 2.98823 -1.15241 -1.65238
H 2.23978 0.59166 -3.24133
H 0.05981 1.71028 -2.90010
H -1.45758 0.96347 -1.12384
*
```

***

Below is C9H18F3O7Y as an isolated structure in a non-equilibrium geometry, with properties calculated with wB97M-V/def2-TZVPD.

Calculated values
Electronic energy   -1218.405930 Ha
E_LUMO   4.8 eV
Energy above the lowest of the compared OMol25 structures with the same formula, charge and spin   37.07 kJ/mol
HOMO level   -0.531 eV

```
! wB97M-V def2-TZVPD RIJCOSX def2/J DEFGRID3
* xyz -2 1
Y -0.79474 -1.29118 0.18514
O -1.47337 -0.92742 -2.10854
C -0.72204 -1.91292 -2.78313
C -0.71851 -3.32961 -2.14349
O -0.26411 -3.43206 -0.79910
H 0.30988 -1.55626 -2.94527
H -1.19389 -2.04183 -3.77991
H -0.12797 -4.02763 -2.76310
H -1.76954 -3.67065 -2.13623
O -0.18799 -2.45817 2.17045
C -1.27191 -2.45251 3.09394
C -2.70533 -1.95762 2.58379
O -2.85341 -1.26755 1.34554
H -0.87930 -1.67409 3.77272
H -1.28521 -3.43315 3.59133
H -3.07544 -1.30303 3.39618
H -3.43429 -2.78637 2.62665
C 2.23610 0.41216 -0.40624
O 1.49243 1.65006 -0.30697
O 1.44395 -0.61609 -0.19033
C 3.14343 0.29733 -1.65986
F 3.63193 -0.94889 -1.71628
F 2.54347 0.58311 -2.83816
F 4.21096 1.15232 -1.56559
C 2.19241 2.83967 -0.10451
C 1.28145 3.86033 0.56070
H 1.82786 4.81200 0.59981
H 0.38882 4.18095 0.01382
H 1.01113 3.52211 1.55754
H 2.72053 3.22074 -0.98341
H 2.98710 2.71664 0.64843
H 2.98152 0.50853 0.41417
C -2.24802 1.98529 0.56068
O -1.21149 1.09743 0.22627
H -2.75039 2.48083 -0.27652
H -3.02693 1.40962 1.06625
H -1.90946 2.74177 1.27923
H -0.49965 1.61613 -0.18602
*
```

***

Below is an isolated ion of composition C2H3N4O5S and charge -1 in a non-equilibrium geometry, with properties calculated with wB97M-V/def2-TZVPD.

Calculated values
Electronic energy   -1071.413694 Ha
E_LUMO   3.2 eV
Energy above the lowest of the compared OMol25 structures with the same formula, charge and spin   73.36 kJ/mol
HOMO level   -5.829 eV

```
! wB97M-V def2-TZVPD RIJCOSX def2/J DEFGRID3
* xyz -1 1
C 1.15765 -0.30315 0.25502
C -1.23181 1.60374 -2.35124
N -1.26132 -0.92210 1.04593
N 2.13564 -0.23772 -0.56616
N -0.30489 0.35268 -1.38543
N 0.03812 0.35950 -0.22086
O -1.82076 2.40819 -1.70343
O 1.25800 -0.66357 1.44199
O -0.84161 1.29999 -3.41804
O -0.45549 0.86061 2.66761
O -0.29099 -1.44395 3.33331
S -0.32361 -0.53169 2.26345
H -1.25861 -1.91122 0.86468
H 3.07031 -0.51329 -0.15066
H 0.12937 -0.35803 -2.07617
*
```

***

Below is C37H42N4P2W as an isolated structure in a non-equilibrium geometry, with properties calculated with wB97M-V/def2-TZVPD.

Calculated values
Electronic energy   -2403.003030 Ha
E_LUMO (alpha / beta)   -7.0 / -8.9 eV
Energy above the lowest of the compared OMol25 structures with the same formula, charge and spin   0.00 kJ/mol
HOMO level (alpha / beta)   -12.732 / -12.592 eV

```
! wB97M-V def2-TZVPD RIJCOSX def2/J DEFGRID3
* xyz 2 3
W -2.09762 -3.83156 -0.50794
C -1.98488 -5.69218 -1.38058
C -1.54637 -4.66114 -2.31555
C -2.38677 -4.49048 -3.55876
C -3.74218 -3.88145 -3.14514
C -3.61022 -3.22370 -1.77640
C -4.10014 -3.85755 -0.55368
C -4.43152 -5.30724 -0.49613
C -3.42681 -6.23901 -1.21959
C -1.73710 -1.76500 0.07427
H -1.21229 -6.46878 -1.26435
H -0.46142 -4.52163 -2.46073
H -2.50207 -5.44599 -4.08176
H -1.88834 -3.85036 -4.29084
H -4.07938 -3.17056 -3.91025
H -4.54464 -4.62454 -3.12827
H -3.71704 -2.13639 -1.81859
H -4.75196 -3.20031 0.03339
H -5.42708 -5.44900 -0.95123
H -4.53928 -5.60873 0.56030
H -3.35019 -7.15887 -0.60686
H -3.88408 -6.61223 -2.16071
H -0.86068 -1.90308 0.74266
H -2.62897 -1.55734 0.70793
H -1.51643 -0.76389 -0.43102
P -2.14565 -0.00253 -2.24957
P 0.74902 -2.09417 -1.65163
N -3.86040 0.27764 -2.25498
N -1.55662 1.52647 -2.49629
N -0.65183 -4.34534 1.00768
N 2.28869 -2.54681 -2.25729
C -1.42026 -0.99223 -3.56420
C 0.04079 -1.45460 -3.28010
C -4.65932 0.01952 -1.11968
C -5.95066 0.43670 -1.37244
C -5.97179 0.99934 -2.68609
C -4.68823 0.90568 -3.20211
C -1.72408 2.49562 -1.47872
C -1.24296 3.68813 -1.97035
C -0.71449 3.44798 -3.29309
C -0.86789 2.10239 -3.57670
C -1.71746 -4.16248 1.93724
C -2.26803 -5.42677 2.24348
C -1.60751 -6.38829 1.44188
C -0.56428 -5.71657 0.77558
C 2.61306 -3.91379 -2.36250
C 3.94677 -4.05519 -2.08336
C 4.49522 -2.74037 -1.82231
C 3.48079 -1.83018 -1.99760
H -1.37826 -0.39857 -4.49747
H -2.06148 -1.87794 -3.74515
H 0.18787 -2.33647 -3.92679
H 0.78052 -0.67406 -3.51778
H -4.20071 -0.41962 -0.24543
H -6.78135 0.34848 -0.69284
H -6.83490 1.43101 -3.17487
H -4.25814 1.22313 -4.13530
H -2.12188 2.19565 -0.51773
H -1.27898 4.62679 -1.45220
H -0.29678 4.18779 -3.95116
H -0.55467 1.48021 -4.39859
H -1.86483 -3.18934 2.42188
H -3.06075 -5.63745 2.94133
H -1.80586 -7.45623 1.39829
H 0.26220 -6.09627 0.16470
H 1.83999 -4.63836 -2.59813
H 4.50060 -4.97871 -2.05675
H 5.51443 -2.52988 -1.54560
H 3.48482 -0.75387 -1.90606
C 2.73417 2.23085 1.03944
C 1.82596 2.10676 -0.02718
C 1.33148 0.85430 -0.36959
C 1.75548 -0.28308 0.34103
C 1.43744 -1.63387 -0.07446
C 1.87385 -2.74537 0.64541
C 2.56608 -2.57986 1.85053
C 2.96636 -1.29277 2.23087
C 2.60186 -0.13353 1.49580
C 3.09127 1.15315 1.79167
H 3.12177 3.22212 1.28338
H 1.51316 2.98320 -0.59531
H 0.60764 0.72674 -1.17836
H 1.69346 -3.76003 0.23540
H 2.79188 -3.45348 2.45830
H 3.61511 -1.17109 3.10506
H 3.76963 1.24278 2.64318
*
```

***

Below is C27H32Br2F2GeIN4O2SSeV as an isolated structure in a non-equilibrium geometry, with properties calculated with wB97M-V/def2-TZVPD.

Calculated values
Electronic energy   -12883.543629 Ha
E_LUMO (alpha / beta)   2.3 / 2.3 eV
Energy above the lowest of the compared OMol25 structures with the same formula, charge and spin   178.24 kJ/mol
HOMO level (alpha / beta)   -2.953 / -4.686 eV

```
! wB97M-V def2-TZVPD RIJCOSX def2/J DEFGRID3
* xyz -1 4
V 0.33134 -0.53585 -1.12463
I 0.83384 -2.68135 -2.84943
C -0.84266 -3.52595 -1.80493
C -1.44426 -4.61065 -2.39613
C -2.47316 -5.26835 -1.71973
C -2.81116 -4.87105 -0.45273
C -2.18396 -3.76625 0.16377
C -2.47726 -3.41135 1.49317
C -1.83386 -2.35225 2.08957
C -0.96996 -1.55205 1.34497
C -0.66746 -1.79955 0.00467
C -1.20826 -3.00055 -0.55523
H -1.11646 -4.95785 -3.36283
H -2.96106 -6.10815 -2.19343
H -3.57396 -5.40245 0.09957
H -3.19006 -4.01195 2.04077
H -2.02606 -2.11645 3.13027
H -0.49056 -0.71485 1.84507
Br 2.27464 -2.85575 1.53337
C 3.25524 -1.32095 2.13797
Br 2.09994 0.07135 2.75987
H 3.82934 -0.91925 1.30997
H 3.89254 -1.61605 2.96867
N 6.78304 0.97645 -5.93133
C 5.96484 0.75625 -4.83673
C 6.05494 1.58555 -3.71633
C 5.36334 1.27085 -2.56473
C 4.57204 0.13965 -2.52073
C 4.42884 -0.66295 -3.63613
C 5.11524 -0.35165 -4.79503
S 3.96434 -0.40885 -0.93173
O 4.16304 -1.83965 -0.88323
O 4.69904 0.33185 0.08167
N 2.38414 -0.17435 -0.73403
C 1.94994 1.07585 -0.80733
N 0.63584 1.22705 -0.49043
C 0.14094 2.46155 -0.57043
C 0.93224 3.54615 -0.92193
C 2.24944 3.28085 -1.25153
N 2.75664 2.05105 -1.21993
H 7.16394 1.90455 -6.02313
H 6.49734 0.54855 -6.79703
H 6.68684 2.46195 -3.74733
H 5.42704 1.87915 -1.67803
H 3.80064 -1.54035 -3.58573
H 5.01974 -0.97495 -5.67253
H -0.91716 2.57215 -0.36043
H 0.51574 4.53865 -0.97413
H 2.93374 4.05015 -1.58033
C -4.68006 0.46785 4.27577
Ge -3.68986 2.17305 4.01677
C -1.86706 2.03385 4.78177
C -4.72716 3.63855 4.91167
C -3.49516 2.57365 2.06797
Se -2.53316 1.11135 1.12487
C -4.08766 0.11065 0.51687
H -4.74096 0.22315 5.33357
H -4.15866 -0.33865 3.76957
H -5.69186 0.53125 3.88217
H -1.88906 1.64375 5.79557
H -1.37896 3.00395 4.79867
H -1.26466 1.36935 4.16757
H -4.89736 3.38845 5.95387
H -5.69326 3.78035 4.43707
H -4.18856 4.57985 4.87577
H -2.87766 3.46145 1.93907
H -4.43556 2.73835 1.54917
H -4.69126 -0.18255 1.37177
H -3.68966 -0.76595 0.00917
H -4.66406 0.72565 -0.17433
F -2.04096 -1.02615 -2.69073
C -1.32256 0.00525 -2.09203
F -0.72556 0.66395 -3.18603
H -2.10186 0.71145 -1.74943
*
```

***

Below is C4H8N2O in the gas phase in a non-equilibrium geometry, with properties calculated with wB97M-V/def2-TZVPD.

Calculated values
Electronic energy   -341.956377 Ha
E_LUMO   0.8 eV
Energy above the lowest of the compared OMol25 structures with the same formula, charge and spin   124.10 kJ/mol
SMILES string   C[C@](O)(C#N)CN
HOMO level   -10.370 eV

```
! wB97M-V def2-TZVPD RIJCOSX def2/J DEFGRID3
* xyz 0 1
C -0.06270 0.84177 -1.66245
C -0.38964 0.13957 -0.35076
O -1.29457 -0.89437 -0.63298
C -1.00532 1.13819 0.58096
N -1.41944 1.90854 1.33871
C 0.85778 -0.39759 0.37120
N 0.42464 -1.14302 1.54843
H -0.96359 1.32218 -2.05225
H 0.27699 0.09676 -2.38674
H 0.71099 1.60216 -1.52082
H -1.25383 -1.51016 0.11874
H 1.52887 0.44803 0.58738
H 1.37911 -1.08398 -0.30573
H -0.06077 -0.51860 2.18990
H 1.23011 -1.49884 2.05420
*
```

***

Q: Among the records above, which one has the lowest electronic energy?
A: C27H32Br2F2GeIN4O2SSeV

***

Q: energy above the lowest of the compared OMol25 structures with the same formula, charge and spin of number 4 (C2H3N4O5S)?
A: 73.36 kJ/mol